(1)
Here is a structure of composition C24H20BBrCl3IIrN11S from OMol25. Energies are from ωB97M-V with the def2-TZVPD basis set.

Computed properties:
relative energy (zero: lowest compared OMol25 entry of this formula, charge and spin)	3.6	kJ/mol
HOMO energy	-18.66	eV
HOMO-LUMO gap	4.85	eV
charge	+4
M	1010.76	u

XYZ file:
```
63
Properties=species:S:1:pos:R:3:forces:R:3:lowdin_charge:R:1
Ir 0.780820 0.275985 -0.136932 -0.15 0.11 0.08 1.052
C -1.564352 -2.280041 2.654708 0.01 -0.01 -0.02 0.048
C -0.482716 -2.337140 1.628802 0.00 0.00 0.02 -0.236
N -0.255665 -0.890100 1.337251 -0.03 0.00 -0.03 -0.028
N -1.050607 -0.211253 2.016629 0.03 -0.11 0.04 0.107
C -1.861412 -0.996600 2.859307 0.01 0.01 -0.02 0.041
B -1.318935 1.865255 1.864771 -0.08 0.18 -0.10 -0.503
N 0.120129 2.206396 2.073921 -0.04 -0.05 0.03 0.032
C 0.645404 3.125852 2.914321 0.01 0.03 0.01 0.020
C 1.995655 3.228732 2.672514 0.02 -0.02 0.00 0.030
C 2.248822 2.316270 1.658062 0.00 0.00 0.01 -0.123
N 1.117544 1.701347 1.292815 -0.05 -0.01 -0.05 -0.176
N -1.772104 1.843518 0.440950 0.04 0.01 0.12 0.036
C -2.824934 2.452803 -0.154618 -0.01 0.02 -0.07 0.014
C -2.814038 2.153930 -1.495204 -0.06 -0.03 0.10 0.003
C -1.700285 1.338438 -1.669815 0.00 -0.23 0.22 -0.199
N -1.069177 1.159772 -0.509743 -0.02 -0.05 0.02 -0.151
N -2.241095 2.068301 2.935611 0.04 0.01 0.04 -0.013
C -3.623704 2.148388 3.009804 0.00 -0.06 0.01 -0.038
C -3.968902 2.142033 4.320284 0.00 0.02 -0.04 0.003
C -2.735996 2.036154 5.024374 0.04 0.00 -0.04 -0.082
N -1.710314 1.979278 4.212685 -0.02 0.02 0.01 0.081
H -2.041029 -3.133637 3.115553 0.00 -0.01 0.01 0.140
H -0.846384 -2.782658 0.692812 0.00 0.01 0.00 0.180
H -2.580101 -0.513220 3.503976 0.00 0.01 0.00 0.139
H 0.020982 3.638512 3.626066 -0.02 -0.01 -0.01 0.145
H 2.701074 3.874490 3.166693 0.00 0.00 0.00 0.137
H 3.186949 2.079397 1.181561 0.01 0.00 0.00 0.110
H -3.492195 3.087545 0.403923 0.01 0.01 -0.01 0.143
H -3.511509 2.485234 -2.245243 -0.01 0.00 0.01 0.134
H -1.322233 0.898179 -2.578139 -0.09 -0.11 0.18 0.053
H -4.253039 2.205842 2.139269 0.00 0.00 0.00 0.119
H -4.960403 2.218322 4.733789 0.00 0.00 0.01 0.127
H -2.580222 1.997592 6.091981 0.00 0.00 0.00 0.133
S 0.483630 -4.615803 3.061963 0.01 0.01 0.01 1.294
C 1.480796 -5.448014 2.095714 0.03 0.01 0.02 -0.210
C 2.023533 -4.630587 0.998385 0.04 0.01 0.04 -0.091
N 1.652908 -3.410051 0.995499 0.00 0.00 -0.01 0.093
C 0.805868 -3.064395 2.078622 -0.03 -0.01 -0.02 -0.447
H 1.724627 -6.492576 2.278454 -0.03 -0.01 -0.02 0.128
H 2.698919 -5.040778 0.256117 -0.02 -0.01 -0.02 0.154
H 1.359639 -2.430854 2.787264 0.00 -0.01 0.00 0.166
Cl -1.019965 -1.977042 -4.731608 -0.03 0.00 -0.01 0.732
C -0.111434 -2.821706 -3.490944 0.02 0.06 -0.03 -1.616
Cl -1.055790 -4.122513 -2.759539 -0.01 -0.01 0.00 0.688
Cl 1.439596 -3.396245 -4.087484 -0.02 -0.07 0.02 0.712
C 0.168209 -1.846814 -2.418073 0.03 0.07 -0.06 -0.283
N 0.381731 -1.087226 -1.592439 0.05 -0.12 0.05 0.045
N 3.681683 -0.757773 0.364900 0.02 -0.03 -0.06 0.255
C 2.594858 -0.440937 0.173966 0.00 -0.01 0.07 -0.299
H 4.651952 -1.001183 0.489458 0.02 0.01 0.01 0.149
Br -0.604678 2.789366 -4.183780 0.20 0.40 -0.47 0.894
C 0.765341 1.585263 -4.641094 -0.07 -0.08 -0.12 -0.716
C 0.816668 1.099261 -5.943225 -0.07 -0.03 0.01 -0.095
C 1.798363 0.193551 -6.315900 0.05 -0.01 0.04 -0.020
C 2.752268 -0.238482 -5.400160 -0.01 0.11 -0.07 -0.057
C 2.740307 0.263430 -4.109626 -0.08 -0.03 0.01 -0.148
C 1.735475 1.153094 -3.743504 0.04 0.02 0.10 -0.650
I 1.845727 2.023350 -1.833289 0.10 -0.02 -0.05 1.350
H 0.082153 1.437761 -6.662126 0.02 0.01 -0.01 0.126
H 1.828700 -0.162202 -7.337233 -0.01 -0.01 -0.01 0.137
H 3.529139 -0.927646 -5.703033 0.01 0.02 0.00 0.129
H 3.513746 -0.015165 -3.410023 0.07 -0.02 0.06 0.102
```
Forces are in eV/Å.

=====

(2)
Here is a structure of composition C24H20Br2N5O2Pd from OMol25. Energies are from ωB97M-V with the def2-TZVPD basis set.

Computed properties:
relative energy (zero: lowest compared OMol25 entry of this formula, charge and spin)	249.2	kJ/mol
HOMO energy (spin up / spin down)	-17.35 / -17.34	eV
HOMO-LUMO gap (spin up / spin down)	5.71 / 5.71	eV
charge	+3
M	676.69	u

XYZ file:
```
54
Properties=species:S:1:pos:R:3:forces:R:3:lowdin_charge:R:1
Pd -0.296799 0.319748 0.350516 -0.61 -0.48 0.25 1.099
Br 4.798826 3.221292 -2.230409 -0.13 -0.06 0.04 0.926
C 3.194222 2.380355 -1.798801 0.07 0.14 0.06 -0.641
C 2.816729 1.200825 -2.417972 -0.10 0.00 0.05 -0.042
C 1.628474 0.599656 -2.032764 0.08 -0.01 -0.34 -0.051
N 0.819940 1.139766 -1.126979 0.60 0.11 -0.09 -0.014
C 1.167662 2.315520 -0.561200 -0.24 0.02 0.65 -0.183
C 2.341206 2.955176 -0.841716 0.25 -0.03 -0.36 -0.021
C -1.264002 2.344828 -0.027451 0.07 0.10 0.25 -0.331
C -2.269180 1.936692 0.847774 -0.28 -0.24 -0.06 -0.064
C -3.518103 1.552673 0.303599 0.15 0.02 0.31 -0.666
Br -4.847743 0.920505 1.451996 0.03 0.00 0.00 0.896
C -3.723668 1.702387 -1.035059 -0.06 0.02 -0.22 -0.030
C -2.667003 2.208959 -1.819278 0.10 -0.03 -0.26 -0.043
N -1.475856 2.494027 -1.354397 -0.24 0.16 -0.06 0.124
H 3.434236 0.738635 -3.174850 0.01 0.02 0.00 0.129
H 1.304702 -0.331552 -2.475280 -0.04 -0.01 0.07 0.121
H 2.606913 3.894338 -0.377154 -0.02 0.00 0.03 0.129
H -2.178744 1.949760 1.921150 0.08 0.11 0.04 0.107
H -4.674714 1.466265 -1.493818 0.01 0.01 0.01 0.133
H -2.820840 2.378633 -2.879074 -0.01 -0.02 0.01 0.141
C -1.544537 -2.268991 5.188801 0.04 0.04 0.04 0.028
C -1.922813 -2.420237 3.851841 0.04 -0.01 0.15 -0.022
C -1.497244 -1.495281 2.933955 -0.05 0.11 -0.15 0.002
C -0.717718 -0.394464 3.352366 -0.08 -0.34 -0.22 -0.226
C -0.339507 -0.247979 4.704034 0.10 0.11 0.16 0.041
C -0.752587 -1.190263 5.610171 -0.12 -0.17 -0.08 -0.009
N -0.396398 0.512279 2.375615 0.08 -0.11 0.02 -0.044
N 0.127027 1.608735 2.750737 0.04 -0.36 0.28 0.106
C 0.362479 2.692896 1.941141 0.13 0.20 -0.13 -0.106
C 0.809155 3.754994 2.703037 0.07 -0.05 0.15 0.047
C 0.809100 5.051059 2.222193 0.07 0.44 -0.08 0.086
C 0.367662 5.383443 0.927612 0.02 0.06 -0.12 0.017
C 0.044842 4.377518 0.086012 0.12 0.09 -0.04 0.060
C 0.101756 2.927175 0.447676 -0.02 -0.02 -0.28 -0.233
H -1.867098 -3.000734 5.918907 -0.01 0.01 0.00 0.136
H -2.547379 -3.251157 3.555884 0.01 0.00 -0.01 0.128
H -1.786037 -1.560828 1.890874 0.01 -0.03 0.03 0.106
H 0.277649 0.580520 5.020011 -0.02 0.02 -0.08 0.126
H -0.471390 -1.108935 6.650531 0.02 0.02 0.00 0.133
H 1.069279 3.606687 3.741776 -0.05 -0.25 -0.02 0.144
H 1.119033 5.841731 2.897287 0.00 0.03 -0.04 0.151
H 0.327204 6.420343 0.623788 -0.05 -0.01 -0.07 0.144
H -0.233343 4.551568 -0.946131 -0.04 0.09 -0.01 0.153
N 0.520402 -4.376888 -1.790489 0.03 -0.02 0.01 0.211
C 0.899636 -3.660378 -0.527072 -0.05 0.08 -0.08 -0.015
C 0.340726 -2.230962 -0.639324 0.19 -0.42 0.10 -0.632
O -0.268384 -1.911877 -1.648804 -0.06 0.04 -0.03 0.035
O 0.593147 -1.521037 0.394172 -0.11 0.60 0.18 -0.100
H -0.050545 -5.206165 -1.620725 -0.02 0.01 -0.01 0.183
H 1.329898 -4.670192 -2.339463 0.00 0.00 0.00 0.182
H -0.028257 -3.687628 -2.342613 -0.01 -0.02 0.01 0.155
H 1.980334 -3.650026 -0.412328 0.01 0.02 -0.03 0.149
H 0.472348 -4.172415 0.330595 -0.03 -0.01 0.00 0.146
```
Forces are in eV/Å.

=====

(3)
Here is a structure of composition C24H20BrMoN4SbSe5 from OMol25. Energies are from ωB97M-V with the def2-TZVPD basis set.

Computed properties:
expectation value of S²	2.033
relative energy (zero: lowest compared OMol25 entry of this formula, charge and spin)	0.0	kJ/mol
2S+1	3
HOMO energy (spin up / spin down)	-8.20 / -8.18	eV
HOMO-LUMO gap (spin up / spin down)	5.75 / 5.75	eV
M	1056.86	u

XYZ file:
```
56
Properties=species:S:1:pos:R:3:forces:R:3:lowdin_charge:R:1
Mo -0.095429 -0.544189 0.992885 0.69 1.25 1.22 1.084
Se -2.347831 -5.651935 0.025008 -0.15 -0.58 -0.18 0.120
Sb -2.810242 -3.488360 1.082940 -1.18 0.45 0.21 -0.223
Se -4.324380 -2.080122 -0.278092 0.52 -1.10 0.58 -0.020
Se -2.527696 -4.090288 3.436923 -0.38 0.28 -0.78 -0.046
Se -0.383920 -2.790111 0.707251 0.74 -0.18 -0.23 0.268
C 1.655959 0.176969 3.971363 0.98 -0.64 -0.71 -0.046
C 0.754899 -0.860641 3.314061 -0.30 -0.17 1.21 -0.556
C 0.815958 -2.195999 4.036922 -0.11 -0.70 0.01 -0.079
C -0.631184 -0.407365 3.092099 -1.03 0.34 -0.79 -0.204
H 2.710207 -0.003039 3.784321 0.26 -0.55 -0.11 0.089
H 1.571689 0.182422 5.041714 -0.53 0.19 0.46 0.086
H 1.537665 1.128823 3.525535 -0.60 1.26 -0.15 0.045
H 1.268035 -1.109428 2.336398 -0.01 0.10 -0.67 0.040
H 0.774405 -2.006398 5.097852 0.00 0.03 0.44 0.087
H 1.689149 -2.809672 3.835657 0.42 0.27 -0.10 0.091
H -0.025045 -2.833634 3.791156 -0.27 0.04 -0.11 -0.020
H -0.935227 0.581712 3.410064 0.42 0.28 0.04 0.064
H -1.467554 -1.074053 3.312937 0.32 -0.37 0.01 0.040
Br 6.553707 0.072842 -0.281093 0.26 -0.28 -0.06 0.732
C 4.715699 -0.223874 0.064555 0.52 0.26 -0.17 -0.700
C 4.200778 -1.500011 0.205014 0.31 0.10 0.06 -0.118
C 2.838746 -1.614108 0.435211 -0.16 0.09 -0.40 -0.128
C 2.005789 -0.484965 0.536481 0.16 -0.07 0.06 -0.309
C 2.594514 0.786547 0.450313 -0.33 0.15 -0.47 -0.123
C 3.945147 0.919439 0.144954 -0.59 -0.41 0.34 -0.145
H 4.847528 -2.383109 0.131488 -0.34 0.45 0.01 0.114
H 2.448806 -2.624215 0.451281 -0.23 0.07 0.20 0.059
H 1.967266 1.692826 0.508694 0.45 -0.64 -0.06 0.063
H 4.394321 1.878303 -0.038349 0.06 0.24 0.10 0.091
N -0.949250 -0.350512 -8.831841 0.08 0.16 0.73 0.157
C -0.775699 -0.153049 -7.707129 0.20 -0.23 -1.02 -0.177
C -0.563121 0.065041 -6.306188 -0.37 0.27 -0.65 -0.241
C -1.660906 -0.057537 -5.478675 -1.00 -0.12 0.71 -0.025
C -1.543005 0.126223 -4.115747 -0.76 -0.50 -0.20 -0.020
C -0.302111 0.420122 -3.574051 -0.30 0.43 1.19 -0.242
C 0.768863 0.677335 -4.416381 -0.81 -0.49 -1.10 -0.006
C 0.647038 0.486991 -5.796414 0.40 0.08 1.21 -0.007
C -0.221607 0.430742 -2.126463 0.35 -0.25 0.33 -0.054
C -0.169298 0.216137 -0.922517 -0.20 0.23 -1.15 -0.170
H -2.654639 -0.296067 -5.849889 0.34 -0.05 -0.29 0.127
H -2.430533 -0.031366 -3.483462 0.65 0.14 -0.22 0.130
H 1.683857 1.005446 -4.028868 1.20 0.29 0.61 0.102
H 1.521116 0.646155 -6.400589 0.02 0.01 -0.37 0.119
Se 0.194062 3.948486 1.795068 -0.19 -0.03 -0.11 1.179
N -1.477938 4.500250 1.498838 0.67 -0.42 0.16 -0.199
C -2.148065 3.410376 1.199369 -1.12 0.31 -0.41 -0.390
C -3.547164 3.388506 0.895628 -0.21 -0.74 -0.17 0.035
C -4.083677 2.158495 0.604303 -0.85 1.58 0.09 -0.022
C -3.306596 0.985077 0.656013 1.01 -0.60 0.10 -0.105
N -2.010640 0.971899 0.935089 -1.45 -1.38 -0.58 0.031
C -1.439046 2.162967 1.156546 -0.15 1.15 0.64 -0.510
N -0.181484 2.239124 1.466125 1.19 -0.14 0.16 -0.248
H -4.112814 4.315676 0.916767 0.02 -0.21 -0.08 0.126
H -5.152245 2.047584 0.347556 0.74 0.11 0.21 0.128
H -3.826872 0.041511 0.441387 0.64 0.22 0.24 -0.076
```
Forces are in eV/Å.